# 1
Here is C36H52FeN3OP2S as an isolated structure from the Open Molecules 2025 dataset. Energies are from ωB97M-V/def2-TZVPD.

XYZ file:
```
96
C36H52FeN3OP2S (ωB97M-V/def2-TZVPD)
C 3.108 -0.500 0.213
C 2.178 -1.106 -1.852
C 4.399 -0.794 -0.240
C 3.432 -1.504 -2.330
C 4.556 -1.327 -1.518
H 5.233 -0.622 0.439
H 3.503 -1.954 -3.321
H 5.540 -1.612 -1.884
N 2.058 -0.558 -0.617
P 1.056 -0.500 2.125
P -0.321 0.081 -2.407
C 2.814 -0.100 1.649
H 3.528 -0.585 2.332
H 2.953 0.988 1.759
C -1.473 0.341 0.745
O -2.532 0.480 1.239
C 0.886 -1.337 -2.548
H 0.977 -1.748 -3.554
C -1.936 -0.583 -3.203
C 0.459 1.349 -3.571
C 1.164 -2.323 2.657
C 0.766 0.618 3.637
C -2.927 -0.944 -2.082
H -3.187 -0.077 -1.462
H -3.852 -1.318 -2.548
H -2.544 -1.732 -1.425
C -2.598 0.491 -4.076
H -2.826 1.399 -3.506
H -1.994 0.750 -4.953
H -3.553 0.088 -4.448
C -1.700 -1.845 -4.048
H -2.658 -2.112 -4.522
H -0.973 -1.705 -4.856
H -1.383 -2.694 -3.431
C -0.383 2.640 -3.497
H -0.849 2.765 -2.509
H 0.275 3.507 -3.646
H -1.162 2.676 -4.267
C 1.883 1.692 -3.112
H 1.890 2.059 -2.080
H 2.567 0.841 -3.202
H 2.265 2.495 -3.761
C 0.533 0.766 -5.006
H 0.228 -0.285 -5.093
H -0.072 1.359 -5.705
H 1.574 0.814 -5.361
C -0.614 0.314 4.248
H -0.883 1.142 4.922
H -1.403 0.246 3.485
H -0.614 -0.602 4.850
C 0.764 2.085 3.182
H 1.700 2.381 2.694
H -0.060 2.297 2.490
H 0.625 2.727 4.066
C 1.866 0.466 4.707
H 1.900 1.392 5.301
H 1.656 -0.346 5.413
H 2.869 0.326 4.279
C 1.619 -3.225 1.494
H 2.013 -4.171 1.901
H 0.777 -3.485 0.845
H 2.407 -2.772 0.881
C -0.239 -2.776 3.095
H -0.986 -2.576 2.313
H -0.218 -3.864 3.269
H -0.568 -2.302 4.027
C 2.177 -2.533 3.796
H 3.177 -2.160 3.535
H 1.856 -2.087 4.743
H 2.271 -3.617 3.971
Fe 0.034 -0.154 0.025
N -0.426 -2.001 -0.390
C 0.005 -2.559 -1.417
C 0.057 -3.967 -1.841
C -0.891 -4.824 -1.266
C 1.000 -4.470 -2.754
C -0.959 -6.165 -1.654
H -1.580 -4.412 -0.525
C 0.946 -5.820 -3.122
H 1.769 -3.809 -3.158
C -0.038 -6.662 -2.586
H -1.731 -6.805 -1.225
H 1.676 -6.217 -3.831
H -0.085 -7.710 -2.891
S 0.432 2.606 -0.102
C -0.970 3.519 0.235
N -0.820 4.613 1.069
C -1.861 5.399 1.472
C -3.126 5.134 0.991
C -3.321 4.061 0.109
C -2.249 3.247 -0.256
H 0.122 4.804 1.409
H -1.611 6.203 2.158
H -3.960 5.759 1.296
H -4.312 3.851 -0.294
H -2.366 2.389 -0.919
```

expectation value of S² = 6.0620
total charge = +1
Kohn-Sham gap (spin up / spin down) = 6.60 / 7.02 eV
energy relative to the best compared isomer or geometry (same formula, charge and spin) = 0.000 eV
2S+1 = 5
E_HOMO (spin up / spin down) = -9.48 / -10.21 eV
calculated total energy = -108488.224 eV

# 2
Here is a 15-piece molecular cluster, C36H52N15 overall from the Open Molecules 2025 dataset. Energies are from ωB97M-V/def2-TZVPD.

XYZ file:
```
103
C36H52N15 (ωB97M-V/def2-TZVPD)
C -2.586 -3.066 0.149
C -2.340 -2.590 -1.349
C -2.674 -3.461 -2.588
C -2.402 -3.027 -4.042
C -1.766 -1.618 -4.296
C -1.411 -0.732 -3.060
C -1.698 -1.202 -1.600
C -1.239 -0.167 -0.436
N 0.236 0.078 -0.687
H -3.547 -3.704 0.146
H -1.695 -3.665 0.582
H -2.766 -2.202 0.869
H -3.117 -4.508 -2.413
H -2.659 -3.738 -4.910
H -1.551 -1.218 -5.352
H -0.913 0.274 -3.312
H -1.295 -0.642 0.614
H -1.847 0.801 -0.444
H 0.579 -0.856 -1.007
C -0.062 -6.835 -3.746
C -1.541 -6.914 -3.969
N -2.707 -6.972 -4.143
H 0.466 -7.152 -4.647
H 0.222 -5.808 -3.508
H 0.223 -7.486 -2.918
C -6.830 -2.416 -1.702
C -6.168 -2.521 -0.363
N -5.645 -2.604 0.691
H -7.335 -1.452 -1.792
H -6.083 -2.502 -2.494
H -7.564 -3.214 -1.817
C -4.600 -0.851 3.800
C -3.292 -0.137 3.670
N -2.267 0.433 3.563
H -5.415 -0.129 3.869
H -4.762 -1.486 2.925
H -4.603 -1.475 4.695
C -3.250 3.152 1.089
C -4.603 2.785 0.559
N -5.671 2.497 0.141
H -2.563 3.336 0.261
H -3.323 4.052 1.698
H -2.857 2.338 1.701
C -6.536 6.421 1.278
C -5.047 6.278 1.212
N -3.874 6.163 1.162
H -6.923 6.722 0.303
H -6.988 5.469 1.563
H -6.804 7.178 2.017
C 3.956 -1.253 0.157
C 3.014 -1.938 -0.785
N 2.269 -2.477 -1.533
H 4.239 -1.935 0.961
H 4.854 -0.943 -0.378
H 3.475 -0.373 0.588
C -10.813 -3.042 -0.935
C -9.943 -3.453 -2.083
N -9.256 -3.776 -2.987
H -10.300 -2.291 -0.331
H -11.747 -2.621 -1.310
H -11.037 -3.909 -0.311
C 4.831 1.896 -2.154
C 5.940 1.013 -1.666
N 6.812 0.317 -1.280
H 3.994 1.284 -2.496
H 4.492 2.545 -1.345
H 5.185 2.512 -2.981
C 0.592 2.154 4.035
C 2.083 2.012 3.962
N 3.257 1.902 3.903
H 0.199 2.448 3.060
H 0.142 1.204 4.327
H 0.328 2.915 4.771
C -2.826 -5.273 3.013
C -3.681 -4.873 4.177
N -4.354 -4.558 5.094
H -2.653 -6.350 3.031
H -3.323 -5.008 2.078
H -1.866 -4.757 3.063
C 2.089 3.891 0.221
C 0.601 3.822 0.048
N -0.568 3.762 -0.084
H 2.582 3.565 -0.692
H 2.387 4.912 0.442
H 2.396 3.243 1.044
C 10.143 0.634 -1.691
C 11.094 1.747 -2.010
N 11.844 2.624 -2.261
H 10.662 -0.150 -1.142
H 9.321 1.011 -1.082
H 9.738 0.214 -2.614
C 6.019 6.271 1.273
C 5.030 5.595 0.372
N 4.250 5.062 -0.336
H 6.317 5.590 2.072
H 6.903 6.560 0.702
H 5.570 7.163 1.713
C 13.175 1.919 1.518
C 12.103 0.927 1.181
N 11.260 0.147 0.915
H 13.849 1.497 2.264
H 13.745 2.167 0.621
H 12.725 2.829 1.917
```

total charge = -1
Kohn-Sham gap = 3.49 eV
energy relative to the best compared isomer or geometry (same formula, charge and spin) = 5.508 eV
E_HOMO = -1.69 eV
calculated total energy = -60516.359 eV

# 3
Here is C36H52N4OP3SSeTi as an isolated structure from the Open Molecules 2025 dataset. Energies are from ωB97M-V/def2-TZVPD.

XYZ file:
```
99
C36H52N4OP3SSeTi (ωB97M-V/def2-TZVPD)
Ti -0.689 0.259 -0.629
C -0.206 -0.096 5.692
C -0.159 1.078 4.728
N 0.932 0.963 3.759
C 2.282 1.052 4.341
C 2.994 -0.288 4.392
C 0.758 0.833 2.439
S -0.855 0.669 1.835
N 1.932 0.908 1.760
C 2.108 0.827 0.463
O 1.239 0.632 -0.437
C 3.526 0.951 -0.022
C 4.565 1.141 0.884
C 5.871 1.242 0.431
C 6.143 1.158 -0.928
C 5.110 0.967 -1.834
C 3.803 0.860 -1.382
H -1.076 -0.007 6.343
H 0.675 -0.144 6.332
H -0.281 -1.034 5.143
H -0.014 2.022 5.261
H -1.097 1.150 4.187
H 2.147 1.451 5.347
H 2.859 1.779 3.773
H 2.448 -1.008 5.001
H 3.987 -0.163 4.825
H 3.106 -0.706 3.393
H 4.338 1.207 1.938
H 6.675 1.389 1.140
H 7.163 1.239 -1.280
H 5.318 0.896 -2.894
H 2.992 0.687 -2.076
C -1.713 0.632 -4.446
P -0.309 0.465 -3.297
C 0.861 -0.563 -4.239
C 0.454 2.139 -3.419
C -0.453 3.231 -2.837
P -1.028 2.814 -1.123
C -2.652 3.638 -1.038
C 0.021 3.894 -0.093
H -1.383 1.039 -5.404
H -2.479 1.279 -4.017
H -2.176 -0.342 -4.611
H 1.126 -0.094 -5.189
H 0.419 -1.539 -4.436
H 1.767 -0.734 -3.653
H 0.695 2.347 -4.466
H 1.397 2.112 -2.865
H -1.331 3.375 -3.471
H 0.073 4.188 -2.808
H -2.600 4.682 -1.353
H -3.025 3.609 -0.012
H -3.364 3.107 -1.672
H -0.057 4.942 -0.391
H 1.061 3.575 -0.184
H -0.268 3.792 0.954
C -4.131 1.327 1.666
N -5.006 1.346 0.506
C -6.224 1.993 0.461
C -6.756 1.760 -0.754
N -5.857 0.970 -1.439
C -6.050 0.486 -2.799
C -4.779 0.718 -0.662
Se -3.364 -0.368 -1.202
H -4.712 1.635 2.530
H -3.290 2.002 1.520
H -3.753 0.316 1.811
H -6.590 2.552 1.302
H -7.685 2.072 -1.197
H -7.114 0.512 -3.018
H -5.681 -0.533 -2.867
H -5.508 1.116 -3.502
C -1.583 -3.534 -0.939
P -0.262 -2.376 -0.436
C 0.100 -2.994 1.251
C 1.292 -3.594 1.638
C 1.475 -4.016 2.949
C 0.464 -3.858 3.883
C -0.734 -3.265 3.503
C -0.907 -2.824 2.203
C 1.167 -2.899 -1.444
C 1.034 -3.776 -2.518
C 2.121 -4.076 -3.329
C 3.358 -3.505 -3.077
C 3.504 -2.628 -2.009
C 2.416 -2.323 -1.208
H -1.242 -4.567 -0.872
H -1.928 -3.318 -1.951
H -2.431 -3.389 -0.270
H 2.085 -3.755 0.920
H 2.411 -4.483 3.230
H 0.603 -4.197 4.901
H -1.533 -3.142 4.223
H -1.837 -2.339 1.925
H 0.081 -4.239 -2.736
H 1.997 -4.763 -4.157
H 4.207 -3.743 -3.703
H 4.463 -2.171 -1.801
H 2.547 -1.628 -0.388
```

expectation value of S² = 2.0081
total charge = +1
Kohn-Sham gap (spin up / spin down) = 6.82 / 8.35 eV
energy relative to the best compared isomer or geometry (same formula, charge and spin) = 0.000 eV
2S+1 = 3
E_HOMO (spin up / spin down) = -8.63 / -10.40 eV
calculated total energy = -173346.954 eV

# 4
Here is C36H54ClN3O4PPdS2 as an isolated structure from the Open Molecules 2025 dataset. Energies are from ωB97M-V/def2-TZVPD.

XYZ file:
```
102
C36H54ClN3O4PPdS2 (ωB97M-V/def2-TZVPD)
Pd 0.410 -0.560 0.844
O 2.545 -0.367 1.005
S 3.931 -0.403 1.653
C 4.277 1.257 2.155
C 3.365 1.997 2.906
C 3.694 3.294 3.255
C 4.920 3.832 2.865
C 5.817 3.084 2.120
C 5.495 1.784 1.751
C 3.710 -1.220 3.223
C 4.781 -1.964 3.697
C 4.655 -2.637 4.907
C 3.462 -2.576 5.615
C 2.390 -1.837 5.122
C 2.506 -1.149 3.921
H 2.427 1.562 3.232
H 3.008 3.885 3.847
H 5.174 4.843 3.154
H 6.765 3.509 1.822
H 6.183 1.192 1.160
H 5.707 -2.014 3.136
H 5.489 -3.206 5.295
H 3.371 -3.093 6.561
H 1.473 -1.771 5.693
H 1.678 -0.559 3.548
Cl -1.994 -5.948 0.721
C -0.596 -5.126 1.056
C 0.560 -5.783 1.529
C 1.661 -5.009 1.754
C 1.606 -3.618 1.478
N 0.492 -2.974 1.083
C -0.586 -3.695 0.872
H 0.557 -6.854 1.689
H 2.589 -5.438 2.106
H 2.501 -3.018 1.560
H -1.495 -3.179 0.584
C -0.402 3.636 -5.164
C -1.269 4.337 -4.105
C -1.408 3.492 -2.828
C -1.458 2.010 -3.226
C -0.072 1.571 -3.746
C 0.622 2.721 -4.503
P -2.124 0.907 -1.941
C -3.846 1.274 -1.478
C -4.030 2.453 -0.506
C -5.525 2.685 -0.295
C -6.240 3.080 -1.605
C -5.385 2.792 -2.838
C -4.749 1.407 -2.754
C -2.015 -0.862 -2.395
C -2.741 -1.125 -3.741
C -2.390 -2.513 -4.313
C -1.964 -3.472 -3.209
C -0.639 -2.994 -2.611
C -0.597 -1.462 -2.411
H 0.100 4.376 -5.786
H -1.026 3.049 -5.845
H -2.261 4.540 -4.512
H -0.840 5.303 -3.841
H -2.286 3.805 -2.266
H -0.543 3.644 -2.175
H -2.187 1.915 -4.042
H -0.183 0.709 -4.407
H 0.563 1.250 -2.912
H 1.304 2.301 -5.242
H 1.237 3.306 -3.814
H -4.136 0.372 -0.927
H -3.573 3.364 -0.895
H -3.546 2.220 0.438
H -5.661 3.455 0.464
H -5.961 1.773 0.120
H -6.507 4.137 -1.591
H -7.179 2.531 -1.688
H -4.602 3.549 -2.950
H -5.992 2.851 -3.741
H -4.201 1.198 -3.675
H -5.531 0.648 -2.690
H -2.582 -1.338 -1.587
H -2.477 -0.359 -4.472
H -3.816 -1.046 -3.577
H -1.576 -2.425 -5.036
H -3.248 -2.903 -4.859
H -1.850 -4.483 -3.600
H -2.748 -3.520 -2.444
H 0.175 -3.281 -3.278
H -0.441 -3.513 -1.666
H -0.016 -1.005 -3.209
H -0.051 -1.231 -1.481
N -0.645 2.246 0.477
N 0.592 1.540 0.332
H -0.492 3.246 0.382
H -1.003 2.066 1.410
H 1.345 1.897 0.923
H 0.886 1.638 -0.636
C -2.180 -1.757 3.599
S -1.867 -0.453 2.460
O -2.875 0.541 2.600
O -0.468 0.036 2.742
O -1.771 -1.063 1.089
H -2.366 -1.303 4.570
H -1.313 -2.413 3.643
H -3.072 -2.287 3.267
```

expectation value of S² = 6.0249
total charge = +3
Kohn-Sham gap (spin up / spin down) = 6.93 / 3.25 eV
energy relative to the best compared isomer or geometry (same formula, charge and spin) = 0.000 eV
2S+1 = 5
E_HOMO (spin up / spin down) = -16.04 / -16.21 eV
calculated total energy = -97801.428 eV